Density functional theory data (ωB97M-V with the def2-TZVPD basis set) for a molecular structure, C16H26GeN3OSW.

XYZ file:
```
49
Properties=species:S:1:pos:R:3:nbo_charge:R:1
W 0.206 -1.912 -0.638 1.46
Ge 0.031 0.701 -1.656 1.31
S 2.163 -3.201 -0.784 0.19
O -1.314 -2.809 -0.996 -0.57
N 3.408 -2.649 1.566 -0.62
N 0.169 -2.703 1.336 -0.28
N 1.238 -1.813 1.206 -0.48
C 2.340 2.150 -0.969 -0.38
C 1.754 0.720 -0.712 -0.88
C -2.202 -2.769 1.201 -0.23
C -4.261 -3.885 1.704 -0.16
C 2.363 -2.576 0.822 0.36
C -0.974 -2.030 1.506 0.10
C -4.323 -4.377 0.407 -0.11
C -3.210 -3.067 2.110 -0.11
C -1.705 0.434 -0.758 -0.81
C -2.315 -3.264 -0.103 0.32
C 3.796 2.208 -0.497 -0.39
C -1.193 4.261 -0.142 -0.62
C 4.375 3.603 -0.700 -0.61
C -1.303 2.918 -0.831 -0.32
C -3.344 -4.057 -0.536 -0.22
C -1.781 1.754 0.042 -0.43
H -0.831 5.033 -0.817 0.26
H 1.751 2.889 -0.420 0.22
H -2.435 0.365 -1.567 0.29
H -2.188 4.556 0.197 0.26
H 4.354 3.895 -1.750 0.22
H 2.298 2.397 -2.034 0.23
H -1.866 -0.446 -0.129 0.25
H 5.412 3.633 -0.370 0.25
H -1.172 1.697 0.949 0.22
H -0.234 2.690 -1.213 0.15
H 0.118 0.880 -3.162 -0.04
H -5.154 -5.002 0.109 0.27
H 4.248 -3.146 1.280 0.47
H 1.691 0.542 0.359 0.27
H -3.404 -4.399 -1.561 0.27
H -0.937 -1.050 1.982 0.26
H 3.837 1.932 0.560 0.21
H -3.164 -2.700 3.127 0.26
H -2.807 1.932 0.367 0.28
H 3.827 4.349 -0.123 0.22
H -5.042 -4.134 2.409 0.27
H 4.380 1.471 -1.055 0.21
H -0.541 4.217 0.731 0.23
H 2.434 0.006 -1.191 0.26
H 3.405 -2.219 2.489 0.46
H -1.900 2.978 -1.745 0.24
```

Calculated values
Net charge: +3
HOMO energy (spin up / spin down): -18.4 / -18.4 eV